# 1
Below is an isolated molecule of C3H9NO4, with properties calculated with the ωB97M-V functional and the def2-TZVPD basis.

Calculated values
- SMILES: NC(O)(O)OCCO
- Orbital gap: 10.7907 eV

XYZ file:
```
17
C3H9NO4 | OMol25 | the ωB97M-V functional and the def2-TZVPD basis
C -0.965 -0.695 -0.490
N -0.190 -1.757 -1.059
O -1.170 -0.961 0.864
O -2.193 -0.598 -1.101
O -0.332 0.538 -0.680
H -0.371 -1.303 1.251
H -2.653 0.187 -0.767
H -0.292 0.753 1.853
H -0.027 -1.568 -2.042
H -0.724 -2.618 -0.985
C 1.044 0.630 -0.321
C 1.207 1.531 0.908
O 0.627 0.976 2.060
H 2.271 1.674 1.125
H 1.569 1.071 -1.172
H 1.446 -0.370 -0.126
H 0.752 2.509 0.683
```

# 2
Below is a structure of composition C20H25N3O3S2Tl in a non-equilibrium geometry, with properties calculated with the ωB97M-V functional and the def2-TZVPD basis.

Calculated values
- Total charge: +1
- Orbital gap (alpha / beta): 7.2434 / 7.2423 eV

XYZ file:
```
54
C20H25N3O3S2Tl | OMol25 | the ωB97M-V functional and the def2-TZVPD basis
C 0.037 -1.910 -4.293
C -0.802 -1.010 -5.272
H -0.160 -2.920 -4.512
H 1.067 -1.605 -4.448
C -1.020 0.296 -5.030
C -0.702 0.851 -3.718
H -1.496 0.696 -2.832
H -0.310 1.903 -3.726
C -1.457 -1.685 -6.405
H -1.239 -2.766 -6.303
H -1.000 -1.357 -7.342
H -2.550 -1.588 -6.465
C -1.663 1.159 -6.112
H -2.725 0.906 -6.280
H -1.167 1.018 -7.083
H -1.614 2.237 -5.907
Tl -1.318 -0.313 2.247
O 0.260 -0.983 -0.076
C 0.833 -0.335 -0.958
O 0.638 1.132 1.690
C 1.455 1.400 0.788
O 2.483 2.202 1.031
N 1.599 0.778 -0.467
C 3.264 2.364 -0.185
C 2.689 1.451 -1.215
H 4.301 2.097 0.012
H 3.221 3.395 -0.548
H 3.381 0.661 -1.523
H 2.301 1.986 -2.087
C 0.520 -0.370 -2.421
C -0.122 -1.660 -2.848
H 1.270 0.127 -3.050
H -0.254 -2.430 -2.059
H -1.020 -1.386 -3.263
C -1.447 3.482 4.307
C -1.324 2.307 5.207
N -1.070 1.092 4.820
C -0.910 0.225 5.906
C -1.153 0.833 7.139
S -1.505 2.524 6.979
C -0.424 -1.110 5.690
C -0.082 -2.072 6.627
S 0.606 -3.469 5.891
C 0.420 -2.678 4.330
N -0.135 -1.505 4.390
C 0.918 -3.297 3.077
H -2.499 3.682 4.069
H -1.041 4.367 4.809
H -0.898 3.322 3.378
H -1.112 0.309 8.089
H -0.218 -1.945 7.688
H 1.971 -3.581 3.192
H 0.357 -4.210 2.847
H 0.844 -2.619 2.220
```

# 3
Below is a cluster of 9 separate species, ClH16O12 in total in a non-equilibrium geometry, with properties calculated with the ωB97M-V functional and the def2-TZVPD basis.

Calculated values
- Total charge: -1
- Orbital gap: 9.2909 eV

XYZ file:
```
29
ClH16O12 | OMol25 | the ωB97M-V functional and the def2-TZVPD basis
Cl -12.908 11.769 -22.570
O -12.298 10.428 -22.489
O -12.455 12.602 -21.380
O -12.347 12.457 -23.797
O -14.391 11.686 -22.620
O -9.869 11.203 -23.767
H -10.719 11.296 -24.183
H -9.990 10.743 -22.915
O -14.234 11.650 -19.107
H -13.907 12.540 -19.303
H -13.515 11.303 -18.620
O -9.655 9.906 -21.322
H -9.402 10.720 -20.901
H -10.449 9.730 -20.822
O -11.185 11.626 -19.151
H -11.400 12.075 -19.956
H -11.052 12.202 -18.385
O -15.253 9.453 -21.181
H -15.016 10.312 -21.468
H -15.868 9.634 -20.467
O -13.063 14.278 -19.035
H -12.659 15.146 -19.063
H -12.831 14.091 -19.930
O -11.342 7.960 -23.187
H -10.746 7.540 -22.605
H -11.508 8.816 -22.842
O -12.010 9.224 -19.922
H -11.766 10.009 -19.395
H -12.713 9.470 -20.453
```

The evaluated ΔE to the lowest compared entry with this formula, charge and spin for the records listed, in turn: 34.2; 315.8; 96.8 kJ/mol.